Entry 1:
Below is a 2-piece molecular cluster, C2H3BrO2 overall, with properties calculated with ωB97M-V with the def2-TZVPD basis set.

```
8
Properties=species:S:1:pos:R:3:mulliken_charge:R:1
C -0.934 -0.192 0.130 0.4008
C 0.260 0.580 0.231 -0.8074
O -1.978 0.391 -0.570 -0.2459
O -1.425 -0.716 -1.091 -0.2741
Br 3.805 -0.727 -0.501 0.0036
H -1.238 -0.659 1.027 0.3470
H 0.385 0.869 1.260 0.3085
H 1.125 0.455 -0.484 0.2674
```

charge: 0
HOMO level (alpha / beta): -9.446 / -9.863 eV
relative energy (zero: lowest compared OMol25 entry of this formula, charge and spin): 7.492 eV

=====

Entry 2:
Below is C13H23AuI2OP2S as an isolated structure, with properties calculated with ωB97M-V with the def2-TZVPD basis set.

```
43
Properties=species:S:1:pos:R:3:mulliken_charge:R:1
I -5.365 -0.885 -1.196 0.1068
I -2.321 -1.675 2.719 0.1323
Au -1.576 -0.586 0.530 1.1615
P -0.522 -2.537 -0.452 0.3197
C -1.903 -3.541 -1.030 -1.0449
C 0.435 -2.056 -1.920 -1.1999
H 0.982 -2.919 -2.330 0.4284
H 0.903 -4.471 -0.224 0.4552
H 1.149 -1.262 -1.653 0.2607
H 1.580 -3.124 0.731 0.2840
H -2.426 -2.952 -1.801 0.3281
H -0.282 -1.702 -2.668 0.4598
C 0.646 -3.619 0.425 -1.0592
H -1.470 -4.468 -1.449 0.4348
H 0.150 -3.961 1.337 0.3695
H -2.544 -3.711 -0.146 0.3661
P -1.577 1.740 1.237 0.3206
C -3.328 2.179 1.258 -1.0576
C -0.821 2.345 2.781 -1.0629
H 0.194 2.347 -0.292 0.2716
H -0.657 3.812 0.344 0.4255
H -1.459 2.788 -0.900 0.4638
C -0.786 2.782 -0.032 -1.2094
H 0.276 2.259 2.803 0.3007
H -1.089 3.406 2.920 0.4520
H -3.391 3.218 1.635 0.4327
H -3.816 1.437 1.917 0.3650
H -1.215 1.735 3.600 0.3685
H -3.685 2.097 0.218 0.3369
C -2.022 0.012 -1.247 -0.1585
O -2.413 0.359 -2.281 -0.2989
S 1.173 -0.301 1.576 -0.0804
C 2.355 0.364 0.535 0.7441
C 2.556 1.776 0.473 -0.5861
C 3.397 2.325 -0.507 -0.4618
C 4.107 1.499 -1.390 -0.4540
C 3.981 0.105 -1.291 -0.4263
C 3.130 -0.471 -0.327 -0.5656
H 1.936 2.393 1.139 0.4539
H 3.495 3.408 -0.613 0.4130
H 4.748 1.936 -2.157 0.4104
H 4.527 -0.525 -2.001 0.4084
H 2.949 -1.555 -0.270 0.3912
```

charge: +2
expectation value of S²: 2.457
multiplicity: 3
HOMO level (alpha / beta): -14.333 / -14.096 eV
relative energy (zero: lowest compared OMol25 entry of this formula, charge and spin): 0.348 eV

=====

Entry 3:
Below is one molecule with the formula C5H8N2O4, with properties calculated with ωB97M-V with the def2-TZVPD basis set.

```
19
Properties=species:S:1:pos:R:3:mulliken_charge:R:1
C 1.290 0.289 -0.874 -0.6858
C 1.676 -0.060 0.518 -0.2791
C -0.120 0.941 -0.822 -0.7805
C 0.652 -0.902 1.225 -0.6163
C -1.188 -0.019 -0.122 0.6583
N -1.362 -1.129 -1.076 -0.0310
N -2.354 0.746 0.150 1.0035
O -1.002 -2.208 -0.689 -0.2808
O -2.988 1.262 -0.760 -0.5751
O -2.730 0.733 1.308 -0.5365
O -0.724 -0.493 1.091 -0.3699
H 2.096 0.936 -1.291 0.3083
H 1.301 -0.601 -1.470 0.3891
H 2.607 -0.786 0.543 0.2588
H 1.958 0.927 1.032 0.2572
H -0.029 1.958 -0.103 0.2878
H -0.469 1.208 -1.875 0.3675
H 0.754 -1.924 0.888 0.3450
H 0.631 -0.878 2.327 0.2796
```

charge: 0
HOMO level (alpha / beta): -9.778 / -9.778 eV
SMILES: O=N[C@]1([N+](=O)[O-])CCCCO1
relative energy (zero: lowest compared OMol25 entry of this formula, charge and spin): 7.039 eV

=====

Entry 4:
Below is a 9-piece molecular cluster, C35H54O27 overall, with properties calculated with ωB97M-V with the def2-TZVPD basis set.

```
116
Properties=species:S:1:pos:R:3:mulliken_charge:R:1
C 9.134 -16.998 18.229 -1.3028
C 7.835 -17.631 18.794 0.4501
C 7.791 -17.578 20.361 -0.5177
O 6.610 -16.774 20.665 -0.2405
C 5.918 -16.456 19.566 0.7114
O 4.825 -15.948 19.531 -0.4035
O 6.677 -16.753 18.519 -0.4326
H 9.914 -17.686 18.483 0.4902
H 9.421 -16.086 18.751 0.1436
H 9.020 -16.852 17.126 0.3232
H 7.690 -18.557 18.297 0.4330
H 8.706 -17.169 20.720 0.0797
H 7.549 -18.492 20.808 0.3689
C 1.775 -11.980 23.411 -0.9227
C 1.597 -13.483 23.248 0.7272
C 0.221 -14.033 23.672 -0.5197
O -0.429 -14.097 22.371 -0.4477
C 0.522 -14.106 21.351 0.4090
O 0.355 -14.424 20.169 -0.6314
O 1.654 -13.852 21.852 0.3621
H 1.804 -11.780 24.494 0.3913
H 0.847 -11.513 23.066 0.6691
H 2.633 -11.621 22.834 -0.6199
H 2.384 -14.012 23.876 -0.0004
H -0.236 -13.444 24.470 0.4103
H 0.239 -15.026 24.040 0.2600
C 11.549 -12.873 20.140 -1.1665
C 11.234 -13.039 21.660 0.2961
C 9.819 -12.578 21.978 0.8749
O 9.156 -13.749 22.514 -0.0462
C 10.035 -14.811 22.461 0.4547
O 9.739 -15.942 22.896 -0.6416
O 11.209 -14.439 21.975 -0.3535
H 11.564 -11.791 19.914 0.3590
H 10.738 -13.229 19.460 0.1838
H 12.465 -13.349 19.834 0.3910
H 11.922 -12.585 22.427 0.3153
H 9.291 -12.418 21.005 -0.7207
H 9.852 -11.795 22.746 0.1287
C 7.914 -9.519 24.669 -1.0595
C 8.071 -8.536 25.835 0.3034
C 7.858 -7.096 25.257 -0.4907
O 6.490 -6.853 25.515 -0.3027
C 6.071 -7.732 26.378 0.7434
O 4.951 -7.675 26.823 -0.6270
O 6.934 -8.613 26.647 -0.3256
H 7.908 -10.457 25.137 0.4423
H 8.669 -9.358 23.917 0.3952
H 6.896 -9.658 24.111 -0.0085
H 8.999 -8.735 26.441 0.3217
H 8.178 -7.083 24.257 0.3586
H 8.313 -6.258 25.934 0.2719
C 2.033 -17.215 19.523 -0.6879
C 2.022 -18.099 20.752 0.2638
C 3.401 -18.508 21.404 0.0311
O 3.064 -18.272 22.820 -0.3712
C 1.925 -17.557 22.902 0.6622
O 1.449 -17.044 23.916 -0.6355
O 1.311 -17.417 21.751 -0.2918
H 0.967 -17.047 19.158 0.3001
H 2.695 -17.501 18.600 0.3314
H 2.433 -16.205 19.712 -0.1514
H 1.518 -19.002 20.530 0.2866
H 4.249 -17.767 21.362 -0.1062
H 3.777 -19.497 21.262 0.3699
C 2.991 -9.601 20.504 0.4517
C 2.819 -8.482 21.609 0.1446
C 3.806 -8.538 22.854 0.4659
O 4.883 -7.805 22.473 -0.1130
C 4.494 -7.107 21.403 0.3602
O 5.349 -6.374 20.922 -0.6201
O 3.287 -7.322 20.918 -0.3695
H 4.013 -9.663 20.243 -0.6440
H 2.291 -9.518 19.622 0.3538
H 2.834 -10.657 20.843 -0.4387
H 1.784 -8.371 21.879 0.5917
H 4.085 -9.563 23.167 -0.6142
H 3.315 -8.129 23.717 0.4054
C 5.129 -14.647 22.641 0.8591
C 5.635 -13.629 23.681 -0.0333
C 5.434 -12.190 23.194 0.9435
O 4.698 -11.602 24.223 -0.3664
C 4.371 -12.448 25.215 0.3679
O 3.748 -12.101 26.176 -0.5721
O 4.936 -13.657 24.891 -0.4864
H 4.009 -14.533 22.427 -0.8256
H 5.322 -15.674 23.048 0.5236
H 5.539 -14.614 21.638 -0.9484
H 6.613 -13.881 23.840 0.5453
H 4.921 -11.940 22.206 -0.2558
H 6.432 -11.871 23.200 0.1024
C 6.498 -7.557 18.005 -1.4822
C 6.348 -9.040 18.355 0.2137
C 7.488 -10.047 18.044 -0.5384
O 7.771 -10.657 19.276 -0.3091
C 7.162 -10.094 20.228 -0.0205
O 7.094 -10.281 21.411 -0.0164
O 6.346 -9.151 19.748 -0.0271
H 6.522 -7.416 16.927 0.4262
H 7.439 -7.125 18.470 0.2812
H 5.677 -6.954 18.238 0.3968
H 5.486 -9.509 18.031 0.3009
H 8.462 -9.562 17.750 0.3959
H 7.299 -10.731 17.205 0.3011
C 3.267 -12.571 19.072 -1.0400
O 4.431 -12.681 19.830 1.1725
C 5.630 -12.813 19.182 -0.8029
O 5.693 -12.732 17.763 -0.7457
O 6.590 -13.177 19.931 0.7201
C 7.733 -13.745 19.321 -0.8844
H 2.369 -12.641 19.683 0.2652
H 3.026 -13.471 18.353 0.0712
H 3.211 -11.679 18.506 0.4122
H 8.094 -14.436 20.052 -0.0703
H 8.350 -12.887 19.067 0.4443
H 7.412 -14.391 18.440 0.4195
```

charge: 0
HOMO level: -10.273 eV
SMILES: C[C@H]1COC(=O)O1.C[C@H]1COC(=O)O1.C[C@H]1COC(=O)O1.C[C@H]1COC(=O)O1.C[C@H]1COC(=O)O1.C[C@H]1COC(=O)O1.C[C@H]1COC(=O)O1.C[C@H]1COC(=O)O1.COC(=O)OC
relative energy (zero: lowest compared OMol25 entry of this formula, charge and spin): 3.719 eV

=====

Entry 5:
Below is a 8-piece molecular cluster, C24H64O8 overall, with properties calculated with ωB97M-V with the def2-TZVPD basis set.

```
96
Properties=species:S:1:pos:R:3:mulliken_charge:R:1
C 4.510 1.257 -1.377 -1.1034
C 4.823 1.947 -0.114 0.9206
C 6.206 2.577 0.014 -1.6509
O 3.861 2.973 0.037 -0.6780
H 3.450 1.003 -1.346 0.0196
H 5.041 0.309 -1.463 0.4171
H 4.694 1.891 -2.244 0.3904
H 4.738 1.279 0.743 0.0668
H 6.286 3.409 -0.686 0.3687
H 7.009 1.898 -0.273 0.3846
H 6.420 2.980 1.004 0.3765
H 4.075 3.592 -0.665 0.4120
C -2.415 -2.083 -1.921 -0.7312
C -3.430 -3.176 -2.265 0.2492
C -4.863 -2.741 -1.903 -1.2316
O -3.199 -3.534 -3.639 -0.5613
H -2.337 -2.021 -0.835 0.1989
H -2.704 -1.104 -2.303 0.2149
H -1.472 -2.422 -2.350 0.2933
H -3.127 -4.084 -1.743 0.2705
H -5.541 -3.530 -2.230 0.4235
H -5.132 -1.866 -2.495 0.2918
H -5.018 -2.590 -0.835 0.2890
H -3.816 -4.212 -3.924 0.3082
C -3.951 -0.001 3.303 -1.5533
C -2.754 0.174 4.187 1.7475
C -2.897 1.284 5.261 -1.4540
O -2.645 -0.995 4.977 -0.5887
H -3.813 -0.782 2.555 0.4255
H -4.308 0.929 2.862 0.2878
H -4.913 -0.285 3.731 0.4622
H -1.818 0.224 3.631 -0.7169
H -2.056 1.368 5.950 0.3554
H -3.758 1.147 5.915 0.3827
H -3.120 2.204 4.721 0.3462
H -3.528 -1.179 5.307 0.3513
C -4.168 1.505 -1.527 -1.1214
C -5.516 2.061 -1.343 0.3776
C -5.503 3.509 -1.876 -1.3700
O -6.410 1.256 -2.122 -0.5639
H -4.211 0.450 -1.258 0.1300
H -3.481 2.056 -0.885 0.4080
H -3.751 1.629 -2.527 0.4111
H -5.766 2.010 -0.283 0.3141
H -4.853 4.260 -1.428 0.3734
H -6.534 3.862 -1.906 0.3351
H -5.191 3.533 -2.921 0.3393
H -5.995 1.043 -2.961 0.3416
C 3.393 -3.624 0.335 -0.9752
C 2.054 -3.880 1.096 0.3495
C 2.103 -3.285 2.510 -0.8041
O 1.034 -3.276 0.408 -0.6068
H 4.243 -4.102 0.821 0.4164
H 3.592 -2.565 0.498 0.0461
H 3.381 -3.892 -0.722 0.2623
H 1.885 -4.954 1.017 0.3458
H 1.219 -3.422 3.134 0.3067
H 2.287 -2.214 2.424 -0.1346
H 2.915 -3.664 3.131 0.4444
H 1.220 -2.340 0.307 0.2192
C 2.815 -1.571 -3.710 -0.8684
C 1.859 -0.719 -4.572 0.6573
C 2.193 0.775 -4.656 -1.1469
O 1.938 -1.208 -5.885 -0.5960
H 3.867 -1.607 -3.994 0.3932
H 2.447 -2.588 -3.574 0.3587
H 2.812 -1.210 -2.682 -0.0272
H 0.823 -0.829 -4.251 0.0474
H 2.046 1.268 -3.695 0.1611
H 1.583 1.276 -5.407 0.3747
H 3.225 1.005 -4.925 0.3195
H 2.858 -1.132 -6.149 0.3713
C 2.628 3.013 3.591 -1.5190
C 2.590 1.601 3.029 0.5995
C 1.549 0.738 3.805 -1.4575
O 2.076 1.613 1.723 -0.2960
H 1.619 3.404 3.726 0.3104
H 3.243 3.718 3.032 0.3571
H 3.058 2.954 4.591 0.4154
H 3.498 1.002 2.971 0.4103
H 0.638 1.320 3.947 0.3104
H 1.990 0.523 4.778 0.5691
H 1.326 -0.231 3.359 0.1645
H 2.682 2.112 1.170 0.1099
C -1.035 -0.328 0.772 -1.7616
C 0.044 -0.210 -0.282 1.6624
C 0.131 1.169 -0.848 -1.3062
O 1.297 -0.581 0.297 0.3797
H -1.140 -1.315 1.223 0.3799
H -1.954 0.057 0.330 0.3245
H -0.858 0.358 1.601 0.2947
H -0.243 -0.978 -1.001 -0.0748
H 0.300 1.858 -0.021 0.3160
H -0.809 1.538 -1.260 0.2106
H 0.979 1.329 -1.514 0.0305
H 1.480 0.077 0.972 -0.3040
```

charge: 0
HOMO level: -9.315 eV
SMILES: CC(C)O.CC(C)O.CC(C)O.CC(C)O.CC(C)O.CC(C)O.CC(C)O.CC(C)O
relative energy (zero: lowest compared OMol25 entry of this formula, charge and spin): 2.103 eV

=====

Entry 6:
Below is C19H12BaN4O6Se4 as an isolated structure, with properties calculated with ωB97M-V with the def2-TZVPD basis set.

```
46
Properties=species:S:1:pos:R:3:mulliken_charge:R:1
Ba 0.313 0.059 0.120 2.6029
O -0.993 2.440 -3.481 -0.4370
C -0.514 1.993 -2.327 -0.0021
O -0.791 0.889 -1.892 -0.3998
C 0.149 3.012 -1.437 -0.2100
C 0.324 4.356 -1.718 -0.5385
C 0.882 5.152 -0.725 -0.3314
C 1.236 4.610 0.506 -0.5566
C 1.034 3.254 0.693 -0.1216
N 0.495 2.500 -0.260 0.6144
C 1.306 2.495 2.011 0.1371
O 1.532 3.164 3.016 -0.7631
O 1.211 1.225 1.887 -0.7559
H -1.219 1.628 -4.016 0.2709
H 0.038 4.746 -2.685 0.5161
H 1.036 6.208 -0.912 0.3936
H 1.654 5.202 1.308 0.5090
O -3.188 -2.759 0.614 -0.6887
C -2.313 -1.931 0.827 -0.0227
N -0.966 -2.046 0.678 -0.1824
C -0.358 -3.271 0.655 -0.0746
O -0.759 -4.324 1.126 -0.6901
C 1.047 -3.273 0.027 0.4699
C 1.605 -4.489 -0.336 -0.5872
C 2.884 -4.502 -0.867 -0.2031
C 3.576 -3.308 -1.002 -0.7539
C 2.946 -2.134 -0.625 -0.3173
N 1.703 -2.118 -0.131 -0.0917
C -2.752 -0.536 1.313 0.4825
C -4.031 -0.378 1.831 -0.6194
C -4.408 0.866 2.305 -0.1581
C -3.506 1.921 2.243 -0.8714
C -2.256 1.684 1.702 -0.1901
N -1.886 0.482 1.250 0.0414
H 1.023 -5.388 -0.190 0.4472
H 3.339 -5.437 -1.173 0.3775
H 4.579 -3.272 -1.405 0.4168
H 3.443 -1.173 -0.725 0.3657
H -4.687 -1.237 1.845 0.4727
H -5.397 1.018 2.722 0.3897
H -3.761 2.909 2.605 0.4031
H -1.516 2.475 1.637 0.3293
Se 3.806 1.240 -2.072 -0.6842
Se 1.998 1.466 -3.481 -0.0995
Se 1.092 -0.714 -3.608 -0.1246
Se -0.560 -0.449 -5.214 -0.7651
```

charge: -2
HOMO level: -0.761 eV

=====

Sequential E_tot output: -76252.7852; -65190.7491; -16478.1347; -92449.6895; -42304.4557; -300228.8012 eV